C36H27Cl3F5MnN4O3S as an isolated structure. Source: the Open Molecules 2025 dataset; level of theory: wB97M-V/def2-TZVPD.

```
! wB97M-V def2-TZVPD RIJCOSX def2/J DEFGRID3
* xyz -1 6
Mn 0.2636 -0.8127 -0.6107
F 2.2250 2.2533 -6.6407
C 1.9860 1.3086 -5.7120
C 0.8537 1.3727 -4.9154
F -0.0206 2.3797 -5.0747
C 0.6174 0.3888 -3.9685
F -0.5322 0.4858 -3.2500
C 1.4857 -0.6757 -3.7566
S 1.2049 -1.9511 -2.5827
C 2.6123 -0.7090 -4.5797
F 3.5098 -1.7046 -4.4562
C 2.8665 0.2528 -5.5426
F 3.9707 0.1731 -6.3091
Cl -5.4534 -5.6138 -1.9876
C -4.2085 -4.4086 -1.7753
C -2.9779 -4.7736 -1.2676
C -1.9986 -3.8087 -1.1043
Cl -0.4455 -4.3344 -0.5334
C -2.2058 -2.4546 -1.4021
O -1.3158 -1.5270 -1.2515
C -3.4613 -2.1545 -1.9652
Cl -3.7542 -0.5438 -2.5363
C -4.4523 -3.0988 -2.1450
H -2.7661 -5.8012 -1.0112
H -5.3985 -2.8088 -2.5775
O 6.0769 2.8395 1.4214
N 5.0753 3.5618 1.2124
O 5.1018 4.7860 1.4297
C 3.8971 3.0029 0.7333
C 2.8150 3.8619 0.5389
C 1.6038 3.3889 0.0243
C 0.5123 4.2353 -0.3034
C -0.5961 3.7111 -0.8994
C -0.6678 2.3258 -1.1285
N 0.3002 1.5022 -0.7727
C 1.4224 2.0163 -0.2356
C 2.5183 1.1103 -0.0105
N 2.2845 -0.1837 -0.3046
C 3.3087 -1.0372 -0.3277
C 4.5845 -0.6529 0.0285
C 4.8233 0.6484 0.4286
C 3.7837 1.5904 0.4054
H 2.9462 4.9093 0.7594
H 0.5934 5.2964 -0.1010
H -1.4262 4.3372 -1.1935
H -1.5290 1.8970 -1.6145
H 3.0947 -2.0529 -0.6298
H 5.3833 -1.3798 0.0003
H 5.8051 0.9724 0.7299
C -3.2109 0.7757 5.0137
C -2.8928 0.6932 3.5423
C -3.6542 1.3774 2.6145
C -3.3475 1.2539 1.2629
C -4.1499 2.0260 0.2490
C -2.2848 0.4583 0.8681
C -1.4289 -0.1939 1.7769
C -1.8125 -0.0760 3.1298
N -0.2992 -0.8789 1.3320
C 0.3952 -1.7820 2.2833
C -0.5394 -2.8878 2.8071
C 1.5295 -2.5146 1.5693
C 1.1062 -1.0125 3.4220
H -4.0858 1.4001 5.1919
H -2.3756 1.1989 5.5745
H -3.4136 -0.2137 5.4288
H -4.4882 1.9922 2.9322
H -5.1222 2.3062 0.6542
H -4.3137 1.4543 -0.6607
H -3.6333 2.9476 -0.0282
H -2.1336 0.2968 -0.1869
H -1.2605 -0.5633 3.9066
H -0.8414 -3.5271 1.9766
H -1.4423 -2.5183 3.2771
H -0.0055 -3.5056 3.5319
H 1.2474 -2.8451 0.5623
H 1.7880 -3.4164 2.1264
H 2.4165 -1.8963 1.5149
H 0.4524 -0.6039 4.1825
H 1.6716 -0.1853 2.9889
H 1.8126 -1.6800 3.9210
*
```

As for the HOMO energy (alpha / beta): -0.12149 / -0.18689 hartree. The calculation puts the strongest force on any atom at 1.0 eV/A. For the calculated total energy, the calculation gives -143184.3679 eV.

Okay, here come the Löwdin numbers, in e, for every atom: Mn 0.829; F 0.107; C -0.135; C -0.138; F 0.109; C -0.212; F 0.040; C -0.487; S 0.748; C -0.235; F 0.071; C -0.139; F 0.105; Cl 0.631; C -0.678; C -0.141; C -0.540; Cl 0.756; C -0.434; O -0.303; C -0.552; Cl 0.742; C -0.141; H 0.102; H 0.102; O -0.051; N -0.395; O -0.034; C -0.123; C 0.027; C -0.150; C -0.003; C -0.042; C -0.133; N 0.075; C -0.148; C -0.124; N 0.007; C -0.192; C -0.036; C 0.022; C -0.038; H 0.110; H 0.117; H 0.103; H 0.098; H 0.075; H 0.108; H 0.096; C -0.058; C -0.280; C -0.042; C -0.266; C -0.054; C -0.022; C -0.247; C -0.019; N -0.029; C -0.590; C -0.042; C -0.095; C -0.034; H 0.067; H 0.077; H 0.076; H 0.104; H 0.071; H 0.030; H 0.070; H 0.055; H 0.073; H 0.043; H 0.065; H 0.084; H 0.006; H 0.096; H 0.053; H 0.056; H 0.088; H 0.084